1.
C22H15F2N2O | ωB97M-V/def2-TZVPD

Each line ends with the Löwdin charge.
Geometry (Å):
F -5.3876 0.7940 2.0529  0.09
C -4.1042 0.3151 2.0972  -0.19
C -3.8953 -1.0666 2.1051  0.04
C -2.5905 -1.5324 2.1445  0.02
C -1.4647 -0.6459 2.1723  -0.17
C -0.1763 -1.2415 2.1951  0.11
C 1.1084 -0.6407 2.1479  -0.19
C 2.2380 -1.5214 2.1228  0.01
C 3.5405 -1.0503 2.0891  0.03
C 3.7426 0.3320 2.0695  -0.19
F 5.0233 0.8166 2.0275  0.09
C 2.6909 1.2446 2.0822  0.04
C 1.3906 0.7577 2.1048  0.03
C -1.7553 0.7516 2.1831  0.03
C -3.0569 1.2325 2.1335  0.04
H -4.7409 -1.7518 2.0780  0.14
H -2.3996 -2.6084 2.1434  0.13
H -0.1754 -2.3343 2.2137  0.13
H 2.0517 -2.5986 2.1399  0.13
H 4.3895 -1.7319 2.0753  0.14
H 2.8733 2.3187 2.0684  0.14
H 0.5895 1.4843 2.0977  0.09
H -0.9597 1.4813 2.2428  0.09
H -3.2440 2.3058 2.1303  0.14
O -1.7490 -0.0218 6.5258  0.06
C -1.4644 -1.2161 6.5843  -0.32
C -2.3262 -2.3481 7.0259  -0.12
C -1.6332 -3.5578 6.9291  -0.16
C -2.2531 -4.7520 7.3080  -0.02
C -3.5761 -4.6988 7.7806  -0.05
C -4.2605 -3.4705 7.8737  -0.06
C -3.6338 -2.2831 7.4950  0.00
C -0.2282 -3.3284 6.4081  -0.07
C -0.1901 -1.8472 6.2074  -0.19
N 0.8759 -1.1471 5.8357  0.01
N 1.8174 -0.5769 5.4848  0.26
H -1.7175 -5.7029 7.2375  0.12
H -4.0816 -5.6180 8.0824  0.11
H -5.2853 -3.4414 8.2453  0.11
H -4.1207 -1.3104 7.5535  0.13
H 0.5337 -3.6688 7.1346  0.14
H -0.0662 -3.8603 5.4513  0.12

Calculated values
- Frontier orbital gap: 0.1959 Ha
- Spin multiplicity: 1
- Charge: +1
- Energy above the lowest of the compared OMol25 structures with the same formula, charge and spin: 0.0 kJ/mol
- HOMO energy: -11.350 eV

---

2.
C22H15F3N2O3 | ωB97M-V/def2-TZVPD

Each line ends with the Löwdin charge.
Geometry (Å):
C -5.8314 -0.5729 -1.2324  -0.06
C -5.3157 -1.7283 -0.3871  -0.20
O -3.8906 -1.8289 -0.4529  0.00
C -3.1915 -0.9993 0.3269  -0.48
O -3.6772 -0.2055 1.0911  0.14
C -1.7281 -1.2275 0.1757  -0.04
C -1.2279 -2.5234 0.1752  0.08
C 0.1461 -2.7309 0.1842  -0.12
C 0.7035 -4.0260 0.1716  -0.17
N 1.1495 -5.0817 0.1641  0.18
C 0.9773 -1.5869 0.2410  -0.25
O 2.3002 -1.8011 0.2807  0.09
C 3.2006 -0.7849 0.4928  -0.21
C 2.9747 0.2792 1.3563  0.00
C 3.9655 1.2255 1.5507  -0.05
C 5.1833 1.1174 0.9040  -0.01
C 5.4050 0.0399 0.0557  -0.11
C 6.7435 -0.1044 -0.6141  -0.59
F 6.7004 -0.8574 -1.7208  0.14
F 7.2670 1.0781 -0.9762  0.14
F 7.6519 -0.6788 0.1986  0.14
C 4.4246 -0.9156 -0.1540  0.08
N 0.4954 -0.3641 0.1992  0.22
C -0.8166 -0.1589 0.1337  -0.14
C -1.2516 1.2309 -0.0229  -0.16
C -2.2863 1.5530 -0.8986  -0.03
C -2.6909 2.8659 -1.0433  -0.07
C -2.0682 3.8701 -0.3199  -0.08
C -1.0237 3.5595 0.5353  -0.07
C -0.6104 2.2489 0.6778  -0.01
H -5.4912 -0.6766 -2.2603  0.08
H -5.4719 0.3714 -0.8300  0.07
H -6.9174 -0.5698 -1.2178  0.08
H -5.6120 -1.5936 0.6582  0.13
H -5.6818 -2.6866 -0.7604  0.13
H -1.9014 -3.3674 0.1807  0.14
H 2.0338 0.3605 1.8750  0.11
H 3.7875 2.0526 2.2199  0.11
H 5.9560 1.8553 1.0524  0.12
H 4.5922 -1.7560 -0.8090  0.14
H -2.7545 0.7756 -1.4852  0.12
H -3.4936 3.1083 -1.7240  0.11
H -2.3929 4.8941 -0.4285  0.10
H -0.5313 4.3421 1.0931  0.10
H 0.2001 1.9983 1.3438  0.10

Calculated values
- Frontier orbital gap: 0.3161 Ha
- Spin multiplicity: 1
- Structure (SMILES): CCOC(=O)c1cc(C#N)c(Oc2cccc(C(F)(F)F)c2)nc1-c1ccccc1
- HOMO energy: -9.087 eV

---

3.
C22H15F3N2O3S | ωB97M-V/def2-TZVPD

Each line ends with the Löwdin charge.
Geometry (Å):
C -5.0926 -1.5903 2.5771  -0.08
C -4.7669 -0.2373 2.4269  -0.08
C -3.5823 0.1637 1.8056  -0.02
C -2.6452 -0.8105 1.4253  -0.14
C -1.4392 -0.3468 0.6375  -0.32
C -0.4490 -1.3810 0.4229  -0.11
N 0.6056 -1.5485 1.2643  -0.05
C 0.8363 -0.6630 2.3464  -0.05
C 1.8783 -0.8651 3.2557  -0.09
C 2.7453 -1.9430 3.0707  -0.14
C 2.5116 -2.8184 1.9864  -0.08
C 1.4722 -2.6184 1.0861  -0.06
O -1.3555 0.7908 0.1137  0.07
C -2.9110 -2.1761 1.6937  -0.02
C -4.1258 -2.5462 2.2686  -0.09
H -6.0824 -1.8874 2.9473  0.11
H -5.4587 0.5308 2.7412  0.10
H -3.3438 1.2096 1.6309  0.12
H -0.5688 -2.0898 -0.3985  0.14
H 0.1541 0.2011 2.4243  0.13
H 2.0151 -0.1516 4.1232  0.13
H 3.6453 -2.0640 3.6643  0.09
H 3.1857 -3.6385 1.7665  0.10
H 1.2666 -3.2052 0.2006  0.12
H -2.1702 -2.9609 1.4728  0.12
H -4.3413 -3.6010 2.4473  0.11
F -1.4251 0.3487 -6.2819  0.06
C -0.6195 -0.0826 -5.2654  -0.78
F -0.6798 -1.4539 -5.2069  0.06
F 0.6552 0.2438 -5.6091  0.10
S -1.2666 0.6499 -3.7221  1.15
N 0.1658 1.2856 -3.0278  -0.25
C 0.6694 2.5992 -3.3096  -0.36
O 0.2542 3.3826 -4.1440  0.12
C 1.7868 2.7546 -2.3197  -0.08
C 1.7957 1.6552 -1.4758  -0.08
C 2.5789 1.5892 -0.3063  0.02
C 3.3443 2.7213 0.0039  -0.05
C 3.4488 3.8090 -0.9175  -0.05
C 2.6760 3.8212 -2.0950  0.01
C 0.7927 0.6696 -1.9341  -0.36
O 0.5254 -0.4808 -1.5460  0.05
H 2.5690 0.6966 0.3418  0.12
H 3.8609 2.7793 0.9672  0.11
H 4.1476 4.6426 -0.7083  0.11
H 2.7371 4.6159 -2.8444  0.12

Calculated values
- Frontier orbital gap: 0.2087 Ha
- Spin multiplicity: 1
- Energy above the lowest of the compared OMol25 structures with the same formula, charge and spin: 0.0 kJ/mol
- HOMO energy: -6.384 eV

---

4.
C22H15MnN3O7S5 | ωB97M-V/def2-TZVPD

Each line ends with the Löwdin charge.
Geometry (Å):
Mn 0.7230 1.1556 -0.3704  0.19
C -1.8506 -5.1069 -3.4400  -0.07
C -1.7570 -4.1432 -2.2862  -0.28
C -0.5292 -3.6182 -1.8968  -0.04
C -0.4321 -2.7401 -0.8300  -0.09
C -1.5816 -2.3714 -0.1470  -0.26
C -2.8174 -2.8743 -0.5241  -0.06
C -2.8986 -3.7615 -1.5872  -0.06
S -1.4509 -1.1813 1.1674  0.58
O -0.3578 -1.6209 1.9975  -0.31
O -2.7690 -1.0997 1.7664  -0.34
N -1.0132 0.1617 0.4578  -0.14
C -1.8544 1.0658 -0.1239  -0.36
C -3.2572 1.1408 -0.1534  -0.01
C -3.8318 2.1822 -0.8527  -0.10
C -3.0430 3.1306 -1.5022  -0.10
C -1.6688 2.9882 -1.4232  -0.11
N -1.1072 1.9928 -0.7566  0.01
H -0.9914 -5.0059 -4.1031  0.07
H -2.7546 -4.9334 -4.0262  0.07
H -1.8797 -6.1418 -3.0876  0.07
H 0.3652 -3.8671 -2.4558  0.11
H 0.5214 -2.3069 -0.5573  0.09
H -3.6991 -2.5650 0.0213  0.10
H -3.8653 -4.1521 -1.8888  0.10
H -3.8459 0.4035 0.3694  0.09
H -4.9129 2.2588 -0.8952  0.09
H -3.4804 3.9486 -2.0579  0.08
H -0.9781 3.6696 -1.9067  0.11
O 2.1345 -0.0547 0.4836  -0.06
C 2.4546 -0.0649 1.6639  -0.18
C 2.1288 0.9129 2.6780  -0.10
C 2.6812 0.7220 3.9348  0.04
C 2.4411 1.6116 4.9645  -0.18
C 1.6112 2.7357 4.7491  -0.02
C 1.0501 2.9424 3.5313  0.01
C 1.2681 2.0460 2.4193  -0.33
O 0.7168 2.2766 1.3197  -0.09
N 3.0345 1.3984 6.2469  -0.38
O 2.8064 2.2101 7.1421  0.01
O 3.7681 0.4278 6.4121  0.02
H 3.0773 -0.9033 2.0187  0.13
H 3.3143 -0.1370 4.1173  0.12
H 1.4356 3.4160 5.5703  0.11
H 0.4076 3.7929 3.3444  0.11
O 4.5427 1.2351 -6.0984  -0.14
C 3.8421 1.2432 -5.1042  -1.08
S 3.9442 2.4524 -3.8300  0.90
C 2.6653 1.8246 -2.7929  -1.16
C 2.0619 0.6952 -3.2089  -1.15
S 0.7481 -0.1085 -2.3914  0.57
S 2.6409 0.0137 -4.7279  0.90
S 2.2425 2.7035 -1.3494  0.52

Calculated values
- Frontier orbital gap (spin up / spin down): 0.1912 / 0.1960 Ha
- Spin multiplicity: 2
- Charge: -2
- Energy above the lowest of the compared OMol25 structures with the same formula, charge and spin: 0.0 kJ/mol
- HOMO energy (spin up / spin down): -0.937 / -1.066 eV

---

5.
C22H15N12O2W | ωB97M-V/def2-TZVPD

Each line ends with the Löwdin charge.
Geometry (Å):
W 0.7328 -0.1100 -0.1588  2.05
C 4.1268 -2.4477 1.3687  0.03
C 3.8369 -2.5534 2.7219  0.06
C 2.6785 -1.9669 3.2207  0.07
C 1.8521 -1.2782 2.3680  -0.18
N 2.1393 -1.1876 1.0481  -0.05
C 3.2562 -1.7664 0.5540  -0.05
C 0.5691 -0.6923 2.7721  -0.19
C 0.2352 -0.3902 4.0693  0.06
C -1.0297 0.1217 4.3408  0.06
C -1.9359 0.2814 3.3019  0.03
C -1.5322 -0.0097 2.0186  -0.07
N -0.2933 -0.4623 1.7567  -0.04
H 5.0154 -2.8916 0.9407  0.15
H 4.4981 -3.0992 3.3833  0.15
H 2.4153 -2.0747 4.2634  0.14
H 3.4456 -1.6596 -0.5017  0.12
H 0.9478 -0.5430 4.8673  0.14
H -1.3054 0.3823 5.3553  0.15
H -2.9444 0.6278 3.4802  0.14
H -2.2077 0.0805 1.1802  0.12
O 1.1417 3.3821 1.7169  0.29
C 0.8104 2.6069 0.9116  -0.39
O 1.4159 1.3368 0.7442  -0.20
C -0.3350 2.6573 -0.0360  -0.17
C -0.9195 3.8464 -0.3560  0.08
C -1.9541 3.8357 -1.2816  0.12
C -2.4039 2.6339 -1.8253  -0.11
C -3.4687 2.6078 -2.7616  0.04
C -3.9113 1.4269 -3.2731  0.01
C -3.3210 0.2185 -2.8512  0.02
C -2.2883 0.2038 -1.9441  -0.02
C -1.7879 1.4078 -1.4305  -0.17
N -0.7153 1.4530 -0.5431  -0.01
H -0.5469 4.7585 0.0917  0.16
H -2.4198 4.7683 -1.5834  0.16
H -3.9243 3.5452 -3.0568  0.15
H -4.7238 1.4075 -3.9876  0.14
H -3.6976 -0.7160 -3.2474  0.14
H -1.8938 -0.7374 -1.6002  0.08
N 1.1371 -2.1973 -3.0569  0.22
C 0.5555 -2.7149 -1.9320  -0.39
N 0.3289 -3.9409 -1.6553  0.16
N -0.2808 -3.9339 -0.4099  0.07
N -0.4229 -2.7759 0.0476  0.00
N 0.1135 -1.8689 -0.9014  -0.16
C 1.4578 -0.8823 -3.0317  -0.37
N 1.3690 0.0297 -3.9527  0.17
N 1.5265 1.2272 -3.3243  0.08
N 1.7448 1.0790 -2.0720  -0.03
N 1.7521 -0.2909 -1.8297  -0.13
H 1.1615 -2.7347 -3.9189  0.20

Calculated values
- Frontier orbital gap: 0.1904 Ha
- Spin multiplicity: 1
- Charge: +3
- Energy above the lowest of the compared OMol25 structures with the same formula, charge and spin: 102.3 kJ/mol
- HOMO energy: -18.434 eV

---

6.
C22H16Cl2IrN4O2S2 | ωB97M-V/def2-TZVPD

Each line ends with the Löwdin charge.
Geometry (Å):
Ir -0.3433 -0.1745 -0.2404  1.11
Cl 1.7207 -3.5651 5.6574  0.68
C 1.3285 -3.2246 4.0201  -0.70
C 0.9854 -1.9475 3.6565  -0.04
C 0.6163 -1.6605 2.3307  -0.22
N 0.0755 -0.5019 1.9379  -0.02
C -0.0935 0.5849 2.7406  -0.47
O 0.6191 0.9593 3.6527  0.10
C -1.3706 1.2771 2.3795  -0.18
C -2.0342 2.0399 3.3350  0.02
C -3.2848 2.5475 3.0303  -0.04
C -3.8143 2.2828 1.7735  -0.04
C -3.0732 1.5287 0.8764  -0.16
N -1.8798 1.0329 1.1705  -0.02
C 0.6978 -2.6968 1.3374  -0.22
C 1.0682 -3.9880 1.7427  -0.04
C 1.3506 -4.2568 3.0612  -0.70
Cl 1.7312 -5.8622 3.5382  0.67
N 0.4033 -2.3223 0.0713  0.02
C 0.4548 -3.1795 -0.9738  -0.45
O 0.6187 -4.3918 -0.9472  0.07
C 0.3138 -2.4908 -2.2957  -0.18
C 0.6840 -3.2057 -3.4300  0.02
C 0.5499 -2.6216 -4.6743  -0.03
C 0.0724 -1.3204 -4.7317  -0.04
C -0.2448 -0.6703 -3.5501  -0.14
N -0.1442 -1.2390 -2.3520  0.00
H 0.9895 -1.1540 4.3860  0.10
H -1.5540 2.1966 4.2893  0.12
H -3.8416 3.1244 3.7556  0.11
H -4.7853 2.6555 1.4907  0.11
H -3.4461 1.3263 -0.1170  0.09
H 1.1151 -4.7753 1.0088  0.10
H 1.0778 -4.2003 -3.2880  0.12
H 0.8212 -3.1600 -5.5692  0.11
H -0.0525 -0.8101 -5.6723  0.11
H -0.6001 0.3511 -3.5677  0.04
C 2.5180 3.6461 -1.1061  -0.13
C 1.4241 2.6215 -1.1145  -0.81
S 1.8053 1.1572 -0.3120  0.70
C 0.2228 2.8957 -1.7260  -0.79
C 0.0455 4.1646 -2.5030  -0.13
S -1.1411 1.8673 -1.6916  0.69
H 3.4101 3.2160 -0.6602  0.06
H 2.2195 4.5070 -0.5056  0.09
H 2.7432 4.0024 -2.1099  0.08
H 0.7156 4.1694 -3.3617  0.08
H 0.2843 5.0277 -1.8847  0.08
H -0.9789 4.2375 -2.8575  0.06

Calculated values
- Frontier orbital gap (spin up / spin down): 0.1849 / 0.1902 Ha
- Spin multiplicity: 2
- Energy above the lowest of the compared OMol25 structures with the same formula, charge and spin: 449.8 kJ/mol
- HOMO energy (spin up / spin down): -7.146 / -7.162 eV

---

Please write out number 5 again, unchanged.
C22H15N12O2W | ωB97M-V/def2-TZVPD

Each line ends with the Löwdin charge.
Geometry (Å):
W 0.7328 -0.1100 -0.1588  2.05
C 4.1268 -2.4477 1.3687  0.03
C 3.8369 -2.5534 2.7219  0.06
C 2.6785 -1.9669 3.2207  0.07
C 1.8521 -1.2782 2.3680  -0.18
N 2.1393 -1.1876 1.0481  -0.05
C 3.2562 -1.7664 0.5540  -0.05
C 0.5691 -0.6923 2.7721  -0.19
C 0.2352 -0.3902 4.0693  0.06
C -1.0297 0.1217 4.3408  0.06
C -1.9359 0.2814 3.3019  0.03
C -1.5322 -0.0097 2.0186  -0.07
N -0.2933 -0.4623 1.7567  -0.04
H 5.0154 -2.8916 0.9407  0.15
H 4.4981 -3.0992 3.3833  0.15
H 2.4153 -2.0747 4.2634  0.14
H 3.4456 -1.6596 -0.5017  0.12
H 0.9478 -0.5430 4.8673  0.14
H -1.3054 0.3823 5.3553  0.15
H -2.9444 0.6278 3.4802  0.14
H -2.2077 0.0805 1.1802  0.12
O 1.1417 3.3821 1.7169  0.29
C 0.8104 2.6069 0.9116  -0.39
O 1.4159 1.3368 0.7442  -0.20
C -0.3350 2.6573 -0.0360  -0.17
C -0.9195 3.8464 -0.3560  0.08
C -1.9541 3.8357 -1.2816  0.12
C -2.4039 2.6339 -1.8253  -0.11
C -3.4687 2.6078 -2.7616  0.04
C -3.9113 1.4269 -3.2731  0.01
C -3.3210 0.2185 -2.8512  0.02
C -2.2883 0.2038 -1.9441  -0.02
C -1.7879 1.4078 -1.4305  -0.17
N -0.7153 1.4530 -0.5431  -0.01
H -0.5469 4.7585 0.0917  0.16
H -2.4198 4.7683 -1.5834  0.16
H -3.9243 3.5452 -3.0568  0.15
H -4.7238 1.4075 -3.9876  0.14
H -3.6976 -0.7160 -3.2474  0.14
H -1.8938 -0.7374 -1.6002  0.08
N 1.1371 -2.1973 -3.0569  0.22
C 0.5555 -2.7149 -1.9320  -0.39
N 0.3289 -3.9409 -1.6553  0.16
N -0.2808 -3.9339 -0.4099  0.07
N -0.4229 -2.7759 0.0476  0.00
N 0.1135 -1.8689 -0.9014  -0.16
C 1.4578 -0.8823 -3.0317  -0.37
N 1.3690 0.0297 -3.9527  0.17
N 1.5265 1.2272 -3.3243  0.08
N 1.7448 1.0790 -2.0720  -0.03
N 1.7521 -0.2909 -1.8297  -0.13
H 1.1615 -2.7347 -3.9189  0.20

Calculated values
- Frontier orbital gap: 0.1904 Ha
- Spin multiplicity: 1
- Charge: +3
- Energy above the lowest of the compared OMol25 structures with the same formula, charge and spin: 102.3 kJ/mol
- HOMO energy: -18.434 eV

---

Please write out number 6 again, unchanged.
C22H16Cl2IrN4O2S2 | ωB97M-V/def2-TZVPD

Each line ends with the Löwdin charge.
Geometry (Å):
Ir -0.3433 -0.1745 -0.2404  1.11
Cl 1.7207 -3.5651 5.6574  0.68
C 1.3285 -3.2246 4.0201  -0.70
C 0.9854 -1.9475 3.6565  -0.04
C 0.6163 -1.6605 2.3307  -0.22
N 0.0755 -0.5019 1.9379  -0.02
C -0.0935 0.5849 2.7406  -0.47
O 0.6191 0.9593 3.6527  0.10
C -1.3706 1.2771 2.3795  -0.18
C -2.0342 2.0399 3.3350  0.02
C -3.2848 2.5475 3.0303  -0.04
C -3.8143 2.2828 1.7735  -0.04
C -3.0732 1.5287 0.8764  -0.16
N -1.8798 1.0329 1.1705  -0.02
C 0.6978 -2.6968 1.3374  -0.22
C 1.0682 -3.9880 1.7427  -0.04
C 1.3506 -4.2568 3.0612  -0.70
Cl 1.7312 -5.8622 3.5382  0.67
N 0.4033 -2.3223 0.0713  0.02
C 0.4548 -3.1795 -0.9738  -0.45
O 0.6187 -4.3918 -0.9472  0.07
C 0.3138 -2.4908 -2.2957  -0.18
C 0.6840 -3.2057 -3.4300  0.02
C 0.5499 -2.6216 -4.6743  -0.03
C 0.0724 -1.3204 -4.7317  -0.04
C -0.2448 -0.6703 -3.5501  -0.14
N -0.1442 -1.2390 -2.3520  0.00
H 0.9895 -1.1540 4.3860  0.10
H -1.5540 2.1966 4.2893  0.12
H -3.8416 3.1244 3.7556  0.11
H -4.7853 2.6555 1.4907  0.11
H -3.4461 1.3263 -0.1170  0.09
H 1.1151 -4.7753 1.0088  0.10
H 1.0778 -4.2003 -3.2880  0.12
H 0.8212 -3.1600 -5.5692  0.11
H -0.0525 -0.8101 -5.6723  0.11
H -0.6001 0.3511 -3.5677  0.04
C 2.5180 3.6461 -1.1061  -0.13
C 1.4241 2.6215 -1.1145  -0.81
S 1.8053 1.1572 -0.3120  0.70
C 0.2228 2.8957 -1.7260  -0.79
C 0.0455 4.1646 -2.5030  -0.13
S -1.1411 1.8673 -1.6916  0.69
H 3.4101 3.2160 -0.6602  0.06
H 2.2195 4.5070 -0.5056  0.09
H 2.7432 4.0024 -2.1099  0.08
H 0.7156 4.1694 -3.3617  0.08
H 0.2843 5.0277 -1.8847  0.08
H -0.9789 4.2375 -2.8575  0.06

Calculated values
- Frontier orbital gap (spin up / spin down): 0.1849 / 0.1902 Ha
- Spin multiplicity: 2
- Energy above the lowest of the compared OMol25 structures with the same formula, charge and spin: 449.8 kJ/mol
- HOMO energy (spin up / spin down): -7.146 / -7.162 eV

---

> Number 2 is which compound?

C22H15F3N2O3